No. 1
{"formula": "C3H5N3", "method": "ωB97M-V/def2-TZVPD", "species": ["C", "N", "C", "N", "N", "C", "H", "H", "H", "H", "H"], "xyz": [[-1.175, -0.452, -0.202], [0.095, 0.646, 0.854], [0.807, 1.297, -0.041], [1.669, 0.502, -0.743], [1.481, -0.724, -0.358], [0.439, -0.685, 0.555], [-0.894, -0.272, -1.237], [-1.924, 0.284, 0.130], [-1.540, -1.447, -0.002], [0.705, 2.357, -0.220], [0.337, -1.506, 1.263]], "forces_ev_per_a": [[0.0, -0.8, -0.3], [0.9, 0.9, 0.4], [0.1, 0.3, 0.4], [0.0, -0.3, 0.1], [-0.5, 0.3, -0.3], [-0.9, 0.2, -0.1], [-0.1, -0.2, 0.0], [0.7, -0.4, 0.1], [-0.3, -0.3, -0.3], [0.2, 0.0, 0.0], [0.0, 0.4, -0.1]], "total_charge": 0, "gap_ev": 9.93, "homo_energy_ev": -9.97, "de_lowest_ev": 3.450, "e_lumo_ev": -0.045, "total_energy_ha": -281.4633}



No. 2
{"formula": "C3H5N3", "method": "ωB97M-V/def2-TZVPD", "species": ["C", "N", "C", "N", "N", "C", "H", "H", "H", "H", "H"], "xyz": [[-1.606, -0.266, 0.441], [-0.310, -0.025, 0.246], [0.410, 1.193, 0.348], [1.547, 1.151, -0.257], [1.706, -0.162, -0.733], [0.624, -0.876, -0.188], [-1.938, -1.246, 0.135], [1.177, -0.346, -1.649], [-2.223, 0.465, 0.929], [-0.008, 2.051, 0.864], [0.622, -1.939, -0.134]], "forces_ev_per_a": [[-0.4, 0.0, 0.2], [0.4, -0.4, 0.2], [0.2, 0.0, -0.2], [-0.7, 0.2, -0.6], [-0.6, -0.5, -0.6], [-0.3, -0.3, 1.2], [-0.2, 0.2, 0.1], [2.0, 1.4, -0.2], [0.0, 0.0, 0.1], [0.1, -0.2, -0.2], [-0.4, -0.4, -0.1]], "total_charge": 0, "gap_ev": 7.49, "homo_energy_ev": -6.74, "de_lowest_ev": 4.728, "e_lumo_ev": 0.754, "total_energy_ha": -281.4163}



No. 3
{"formula": "C3H5N3", "method": "ωB97M-V/def2-TZVPD", "species": ["N", "C", "C", "C", "N", "N", "H", "H", "H", "H", "H"], "xyz": [[-1.824, -0.199, -0.128], [-0.588, 0.120, 0.204], [0.310, -0.922, -0.228], [1.559, -0.167, -0.326], [1.461, 1.052, 0.110], [0.128, 1.212, 0.532], [-2.640, 0.228, 0.298], [-1.045, -1.146, -0.745], [0.324, -1.825, 0.386], [2.529, -0.513, -0.663], [-0.213, 2.160, 0.560]], "forces_ev_per_a": [[-0.1, 0.1, 0.1], [0.2, 0.0, -0.1], [0.3, 0.2, 0.2], [0.1, 0.2, 0.1], [0.0, -0.3, -0.2], [-0.3, 0.0, 0.0], [0.1, 0.0, -0.1], [-0.2, 0.0, 0.0], [0.0, 0.1, -0.1], [-0.1, 0.0, 0.1], [0.0, -0.1, 0.0]], "total_charge": 0, "gap_ev": 9.41, "homo_energy_ev": -8.53, "de_lowest_ev": 4.046, "e_lumo_ev": 0.879, "total_energy_ha": -281.4414}



No. 4
{"formula": "C3H5N3", "method": "ωB97M-V/def2-TZVPD", "species": ["C", "N", "C", "N", "N", "C", "H", "H", "H", "H", "H"], "xyz": [[0.487, -1.401, 0.531], [0.235, -0.146, 0.238], [-0.974, 0.138, -0.567], [-0.750, 1.436, -1.138], [0.214, 1.955, -0.482], [0.774, 1.082, 0.414], [0.232, -2.111, -0.244], [-1.164, -0.717, -1.219], [1.031, -1.704, 1.410], [-1.801, 0.205, 0.153], [1.718, 1.263, 0.904]], "forces_ev_per_a": [[0.3, -0.1, 0.1], [0.0, 0.1, -0.2], [-0.1, -0.2, -0.1], [0.1, 0.0, 0.1], [-0.1, -0.1, 0.1], [-0.1, -0.1, 0.1], [-0.5, -0.1, 0.4], [-0.1, 0.4, -0.4], [0.4, 0.2, -0.1], [0.2, 0.0, 0.0], [-0.2, 0.0, 0.0]], "total_charge": 0, "gap_ev": [7.50, 7.56], "homo_energy_ev": [-7.71, -7.68], "de_lowest_ev": 3.703, "e_lumo_ev": [-0.208, -0.121], "total_energy_ha": -281.4540}



No. 5
{"formula": "C3H5N3", "method": "ωB97M-V/def2-TZVPD", "species": ["C", "C", "N", "N", "N", "C", "H", "H", "H", "H", "H"], "xyz": [[1.040, 0.608, -1.287], [0.038, -0.253, -0.672], [0.613, -0.078, 1.756], [-0.592, -0.043, 1.814], [-1.548, -0.214, 0.819], [-0.978, -0.931, -0.268], [2.055, 0.231, -1.096], [0.874, 0.778, -2.365], [0.966, 1.590, -0.797], [-1.132, 0.204, 2.664], [-1.363, -1.900, -0.561]], "forces_ev_per_a": [[-0.1, -0.1, 0.1], [-0.1, -0.2, 0.2], [-0.6, 0.6, 0.0], [0.6, 0.2, 0.0], [0.1, 0.2, 0.0], [0.4, 0.0, -0.4], [-0.3, 0.1, 0.0], [-0.1, -0.2, 0.4], [0.0, -0.2, 0.0], [0.2, -0.4, 0.0], [-0.1, 0.1, -0.3]], "total_charge": 0, "gap_ev": [7.22, 7.22], "homo_energy_ev": [-7.89, -7.89], "de_lowest_ev": 7.257, "e_lumo_ev": [-0.669, -0.668], "total_energy_ha": -281.3234}



No. 6
{"formula": "C3H5N3", "method": "ωB97M-V/def2-TZVPD", "species": ["C", "C", "C", "N", "N", "N", "H", "H", "H", "H", "H"], "xyz": [[0.282, -1.265, -1.646], [0.055, -0.468, -0.378], [-0.546, -0.624, 0.722], [-0.571, 0.566, 1.316], [0.150, 1.389, 0.580], [0.574, 0.773, -0.479], [1.294, -1.923, -1.399], [-0.579, -2.019, -1.865], [0.725, -0.244, -2.269], [-0.482, -1.608, 1.071], [-0.772, 0.841, 2.357]], "forces_ev_per_a": [[3.2, -0.1, 1.0], [3.2, 0.0, -7.3], [-2.3, -2.5, 3.8], [0.3, 1.2, 3.7], [0.9, 2.3, -0.1], [-1.4, 1.6, 1.4], [-2.5, 1.4, -1.0], [1.6, 1.9, -0.4], [-1.8, -3.7, 0.5], [-1.5, -1.1, 1.5], [0.4, -0.8, -3.1]], "total_charge": 0, "gap_ev": 10.40, "homo_energy_ev": -9.60, "de_lowest_ev": 3.581, "e_lumo_ev": 0.796, "smiles": "Cc1c[nH]nn1", "total_energy_ha": -281.4584}



No. 7
{"formula": "C3H5N3", "method": "ωB97M-V/def2-TZVPD", "species": ["C", "N", "C", "N", "C", "N", "H", "H", "H", "H", "H"], "xyz": [[-0.830, 1.574, -0.590], [-0.180, 0.491, 0.017], [0.389, -0.572, 0.263], [-0.211, -1.817, 0.372], [1.869, -0.577, 0.405], [3.011, -0.393, 0.458], [-0.162, 2.431, -0.746], [-1.218, 1.253, -1.566], [-1.684, 1.906, 0.012], [-1.218, -1.760, 0.450], [0.235, -2.534, 0.924]], "forces_ev_per_a": [[-0.1, 0.3, -0.1], [0.1, -0.5, 0.1], [-0.2, 0.4, -0.1], [0.0, -0.1, 0.1], [1.1, 0.2, 0.0], [-1.1, -0.3, 0.0], [-0.1, 0.0, 0.0], [0.0, 0.1, 0.1], [0.1, 0.0, -0.1], [0.2, -0.1, 0.0], [0.0, 0.1, -0.1]], "total_charge": 0, "gap_ev": 9.62, "homo_energy_ev": -8.90, "de_lowest_ev": 1.920, "e_lumo_ev": 0.712, "smiles": "C/N=C(\\N)C#N", "total_energy_ha": -281.5195}



No. 8
{"formula": "C3H5N3", "method": "ωB97M-V/def2-TZVPD", "species": ["N", "C", "C", "N", "C", "N", "H", "H", "H", "H", "H"], "xyz": [[1.803, 0.270, -0.140], [0.367, 0.020, 0.010], [-0.466, 0.980, -0.512], [-1.655, 0.336, -0.182], [-1.437, -0.856, 0.454], [-0.153, -1.097, 0.596], [2.297, -0.407, -0.727], [2.323, 0.376, 0.736], [1.724, 1.176, -0.625], [-2.566, 0.708, -0.397], [-2.237, -1.505, 0.786]], "forces_ev_per_a": [[0.2, -0.1, 0.0], [0.2, 0.3, -0.2], [-0.1, -0.5, 0.2], [-0.2, 0.0, 0.0], [-0.2, 0.0, 0.0], [-0.1, 0.3, -0.2], [-0.1, 0.1, 0.1], [-0.2, 0.0, -0.1], [0.4, 0.0, 0.0], [0.1, -0.1, 0.1], [0.1, 0.1, 0.0]], "total_charge": 0, "gap_ev": 8.19, "homo_energy_ev": -7.86, "de_lowest_ev": 2.661, "e_lumo_ev": 0.330, "total_energy_ha": -281.4923}



No. 9
{"formula": "C3H5N3", "method": "ωB97M-V/def2-TZVPD", "species": ["C", "N", "C", "N", "N", "C", "H", "H", "H", "H", "H"], "xyz": [[0.607, -0.926, -0.976], [0.016, -0.048, 0.067], [0.085, 0.050, 1.456], [-0.612, 1.073, 1.885], [-1.161, 1.688, 0.791], [-0.778, 1.015, -0.258], [-0.118, -1.151, -1.775], [0.920, -1.885, -0.564], [1.475, -0.469, -1.470], [0.639, -0.630, 2.105], [-1.074, 1.284, -1.261]], "forces_ev_per_a": [[0.0, 0.0, 0.2], [-0.2, 0.3, -0.2], [0.2, -0.2, -0.5], [0.4, -0.6, -0.3], [0.1, -0.2, -0.1], [-0.2, 0.3, 0.1], [0.0, 0.3, 0.6], [-0.1, 0.2, 0.2], [-0.2, 0.1, 0.4], [-0.2, 0.2, -0.4], [0.2, -0.2, 0.0]], "total_charge": 0, "gap_ev": 10.48, "homo_energy_ev": -9.83, "de_lowest_ev": 0.954, "e_lumo_ev": 0.652, "smiles": "Cn1cnnc1", "total_energy_ha": -281.5550}



No. 10
{"formula": "C3H5N3", "method": "ωB97M-V/def2-TZVPD", "species": ["N", "N", "C", "C", "C", "N", "H", "H", "H", "H", "H"], "xyz": [[-0.342, -1.652, -0.973], [-0.273, -0.346, -0.409], [0.490, 0.720, -0.738], [0.606, 1.357, 0.427], [-0.173, 0.737, 1.358], [-0.807, -0.339, 0.848], [-0.077, -2.509, -0.440], [-1.374, -1.901, -1.339], [1.089, 0.593, -1.676], [1.321, 2.191, 0.549], [-0.462, 1.150, 2.393]], "forces_ev_per_a": [[-2.8, -0.7, -3.2], [-2.6, -4.3, 1.0], [1.2, -3.5, -2.1], [2.6, 3.9, 0.3], [-2.8, -0.1, 3.0], [2.1, 2.0, -0.2], [0.1, 2.0, 0.4], [3.0, 1.3, 1.2], [-0.8, 0.8, 1.1], [-0.9, -0.4, 0.2], [0.7, -1.0, -1.8]], "total_charge": 0, "gap_ev": 10.65, "homo_energy_ev": -9.49, "de_lowest_ev": 2.793, "e_lumo_ev": 1.156, "smiles": "Nn1cccn1", "total_energy_ha": -281.4874}